No. 1
ORCA calculation (ωB97M-V/def2-TZVPD) on C45H55ClMnN3O9P2S3 as an isolated structure.

Results
<S²>: 8.7555
ΔE to the lowest compared entry with this formula, charge and spin in kJ/mol: 0.00
Gap between HOMO and LUMO (spin up / spin down) in hartree: 0.2314 / 0.2538

ORCA input file:
```
! RIJCOSX wB97M-V def2-TZVPD def2/J DEFGRID3
* xyz -1 6
Mn -0.5998 0.1027 0.4178
S 3.9995 4.1573 1.8722
C 5.2054 5.3398 1.6724
C 4.8012 6.3154 0.8219
C 3.4806 6.0891 0.3279
C 2.9132 4.9518 0.8015
C 1.5588 4.3993 0.5055
C 1.1913 3.0866 0.8756
N 0.0108 2.5671 0.6648
C -0.9343 3.3358 0.1307
C -0.6740 4.6212 -0.3276
C -1.7378 5.3877 -0.9255
C -3.0002 4.9224 -0.9458
C -3.3281 3.6394 -0.3748
C -4.6498 3.1680 -0.2502
C -4.8999 1.9735 0.3388
C -3.7755 1.2195 0.7582
N -2.5414 1.6229 0.6138
C -2.3087 2.8299 0.1042
C -6.2885 1.4648 0.5022
C -7.4529 2.0986 0.1979
C -8.6109 1.3148 0.4702
C -8.2937 0.0947 0.9802
S -6.6123 -0.1066 1.1228
C 0.6238 5.1339 -0.1387
H 6.1483 5.2431 2.1960
H 5.4174 7.1621 0.5454
H 2.9775 6.7567 -0.3650
H 1.9161 2.4203 1.3446
H -1.5042 6.3633 -1.3408
H -3.7973 5.5170 -1.3814
H -5.4680 3.7769 -0.6289
H -3.8841 0.2233 1.1821
H -7.4930 3.1075 -0.2030
H -9.6261 1.6430 0.2854
H -8.9582 -0.7070 1.2748
H 0.8523 6.1417 -0.4797
C 4.3881 -1.8869 4.0555
C 3.3166 -0.8103 4.0149
C 3.8485 0.5824 4.2762
O 2.5800 -0.8165 2.7585
P 2.9674 -0.8097 1.2420
O 2.0859 0.0233 0.4130
C 2.9295 -2.5553 0.7691
P 1.2383 -3.1625 0.4589
O 0.2358 -2.1111 0.5562
O 1.4018 -3.8578 -0.9492
C 0.1852 -4.5096 -1.4838
C -0.2928 -3.7249 -2.6784
C 0.5463 -5.9415 -1.7872
O 0.9935 -4.3992 1.4130
C 0.1785 -4.3667 2.6468
C -1.2443 -3.9051 2.3886
C 0.8826 -3.5353 3.6997
O 4.5009 -0.3861 1.2594
C 5.3175 0.1213 0.1496
C 4.7429 1.3722 -0.4934
C 5.5892 -0.9675 -0.8713
H 4.8669 -1.8855 5.0385
H 5.1525 -1.7096 3.2927
H 3.9459 -2.8749 3.8921
H 2.5434 -1.0341 4.7410
H 4.5986 0.8565 3.5257
H 4.3000 0.6281 5.2732
H 3.0243 1.3027 4.2335
H 3.3986 -3.1524 1.5557
H 3.4846 -2.6847 -0.1614
H -0.6036 -4.4697 -0.7313
H 0.4744 -3.7016 -3.4610
H -0.5448 -2.7044 -2.3790
H -1.2037 -4.1888 -3.0691
H 1.3438 -5.9797 -2.5363
H -0.3302 -6.4669 -2.1763
H 0.8897 -6.4503 -0.8825
H 0.1738 -5.4105 2.9470
H -1.2944 -2.8297 2.2061
H -1.8510 -4.1468 3.2695
H -1.6765 -4.3909 1.5093
H 0.9562 -2.4913 3.3731
H 1.8870 -3.9285 3.9021
H 0.3072 -3.5441 4.6283
H 6.2491 0.3770 0.6473
H 3.7758 1.1705 -0.9562
H 5.4388 1.7235 -1.2634
H 4.6046 2.1681 0.2456
H 4.7011 -1.1579 -1.4853
H 5.8991 -1.8978 -0.3850
H 6.3920 -0.6403 -1.5385
S -0.3357 -0.1527 5.1612
C -0.4963 -0.0231 3.5207
N -0.5976 0.0572 2.3681
Cl -5.7715 -0.5173 -5.6249
C -4.9668 -0.9925 -4.1358
C -4.1632 -0.0793 -3.4767
C -3.5045 -0.4729 -2.3156
C -3.6495 -1.7587 -1.8124
C -4.4653 -2.6554 -2.4942
C -5.1329 -2.2819 -3.6558
C -2.9151 -2.2171 -0.5575
O -2.8612 -3.4586 -0.3960
O -2.4390 -1.3198 0.1928
H -4.0426 0.9224 -3.8749
H -2.8254 0.2004 -1.8144
H -4.5666 -3.6575 -2.0919
H -5.7713 -2.9796 -4.1858
C 1.3481 -0.4792 -2.9298
C 0.2604 0.5693 -2.6531
C 0.9203 1.9533 -2.6007
C -0.7177 0.5457 -3.8285
O -0.4238 0.3016 -1.4745
H 1.9703 -0.1933 -3.7922
H 0.8889 -1.4506 -3.1371
H 1.9751 -0.5862 -2.0446
H 1.5100 2.1600 -3.5064
H 1.5822 2.0074 -1.7279
H 0.1479 2.7281 -2.5034
H -0.1956 0.6624 -4.7905
H -1.4520 1.3573 -3.7250
H -1.2619 -0.4058 -3.8320
*
```

=====

No. 2
ORCA calculation (ωB97M-V/def2-TZVPD) on C45H55N5OP2PdSi2 as an isolated structure.

Results
Gap between HOMO and LUMO (spin up / spin down) in hartree: 0.2073 / 0.2147

ORCA input file:
```
! RIJCOSX wB97M-V def2-TZVPD def2/J DEFGRID3
* xyz -2 1
Pd 0.0099 -0.1274 1.1427
C -5.0127 0.3662 1.3302
Si -3.8242 -0.4875 0.0709
C -3.7453 -2.3305 0.5478
C -4.7722 -0.4110 -1.6038
N -2.2211 0.1033 -0.0392
P -1.6430 1.5961 -0.0382
C -0.0295 1.9800 0.3848
P 1.5861 1.6255 -0.0609
N 2.0755 0.0991 -0.1582
Si 3.6538 -0.5463 -0.0022
C 4.4448 -0.3554 1.7403
C 4.8635 0.2153 -1.2959
C 3.6382 -2.4084 -0.4244
C 2.1438 2.4758 -1.5812
C 2.4255 3.8348 -1.6603
C 2.8193 4.3903 -2.8638
C 2.9084 3.6060 -4.0041
C 2.5875 2.2579 -3.9379
C 2.2044 1.6984 -2.7356
C 2.5076 2.5257 1.2448
C 3.8089 2.9841 1.0781
C 4.4757 3.5993 2.1219
C 3.8617 3.7340 3.3568
C 2.5763 3.2511 3.5401
C 1.9044 2.6560 2.4907
C -2.2603 2.3934 -1.5628
C -1.4286 2.3840 -2.6750
C -1.8860 2.8398 -3.8968
C -3.1824 3.3143 -4.0148
C -4.0240 3.3025 -2.9128
C -3.5709 2.8337 -1.6962
C -2.4070 2.5720 1.3104
C -2.7637 3.9101 1.2460
C -3.2047 4.5589 2.3866
C -3.2804 3.8776 3.5896
C -2.8939 2.5473 3.6663
C -2.4529 1.9028 2.5283
H -6.0314 0.0030 1.2210
H -5.0333 1.4455 1.2072
H -4.7036 0.1700 2.3520
H -4.3141 -2.9385 -0.1485
H -4.1430 -2.5069 1.5420
H -2.7185 -2.6709 0.5281
H -5.5411 -1.1803 -1.6323
H -4.0986 -0.5843 -2.4367
H -5.2577 0.5481 -1.7627
H 5.0440 0.5473 1.8250
H 5.0813 -1.2043 1.9787
H 3.6631 -0.3029 2.4931
H 4.9453 1.2945 -1.2174
H 4.5146 -0.0008 -2.3010
H 5.8611 -0.2015 -1.1945
H 2.6373 -2.8171 -0.3953
H 4.2488 -2.9688 0.2749
H 4.0452 -2.5796 -1.4157
H 2.3476 4.4474 -0.7715
H 3.0680 5.4416 -2.9204
H 3.2159 4.0431 -4.9449
H 2.6491 1.6480 -4.8296
H 1.9602 0.6477 -2.6579
H 4.3014 2.8590 0.1230
H 5.4832 3.9726 1.9766
H 4.3886 4.2069 4.1755
H 2.0988 3.3358 4.5069
H 0.8948 2.2797 2.6196
H -0.4160 2.0199 -2.5621
H -1.2366 2.8196 -4.7608
H -3.5378 3.6892 -4.9662
H -5.0463 3.6504 -3.0115
H -4.2289 2.8046 -0.8367
H -2.6940 4.4441 0.3082
H -3.4832 5.6032 2.3369
H -3.6330 4.3863 4.4768
H -2.9363 2.0279 4.6140
H -2.1363 0.8591 2.5499
N 0.2949 -0.0530 3.3361
C 0.0621 -0.0535 4.4816
N -0.0166 0.0814 5.7273
C -0.7327 -0.3856 6.6738
N -1.3075 -0.7198 7.6247
C 0.8288 -2.1066 -2.6965
C -0.2838 -3.1476 -2.5586
C -1.6457 -2.4565 -2.4889
C -0.0500 -4.0328 -1.3536
C 0.1393 -5.3851 -1.5402
C 0.3583 -6.2491 -0.4787
C 0.3995 -5.7272 0.8047
C 0.2205 -4.3826 1.0503
C 0.3181 -3.8615 2.4693
C 1.5248 -2.9311 2.6053
C -0.9666 -3.1520 2.9066
C -0.0179 -3.4732 -0.0324
O -0.2208 -2.2302 0.1498
H 0.6810 -1.5001 -3.5922
H 1.7996 -2.5968 -2.7625
H 0.8262 -1.4580 -1.8217
H -0.2716 -3.7948 -3.4525
H -1.6584 -1.7732 -1.6445
H -2.4392 -3.1928 -2.3610
H -1.8327 -1.8919 -3.4044
H 0.1130 -5.7831 -2.5508
H 0.4959 -7.3091 -0.6545
H 0.5719 -6.3951 1.6439
H 0.4739 -4.7269 3.1344
H 1.3986 -2.0606 1.9492
H 2.4375 -3.4508 2.3184
H 1.6236 -2.5764 3.6304
H -1.0979 -2.2256 2.3354
H -0.9254 -2.8978 3.9663
H -1.8300 -3.7940 2.7322
*
```

=====

No. 3
ORCA calculation (ωB97M-V/def2-TZVPD) on C45H55N7O2SbTi as an isolated structure.

Results
ΔE to the lowest compared entry with this formula, charge and spin in kJ/mol: 59.76
Gap between HOMO and LUMO (spin up / spin down) in hartree: 0.2124 / 0.2123

ORCA input file:
```
! RIJCOSX wB97M-V def2-TZVPD def2/J DEFGRID3
* xyz -1 1
Ti 0.0819 -0.6009 -0.4338
O 0.9641 0.9978 0.3192
C 2.0608 1.2796 0.9713
C 2.5820 2.5859 0.9509
C 3.7158 2.9096 1.6620
C 4.3870 1.9504 2.4247
C 3.9055 0.6588 2.4319
C 2.7642 0.2998 1.7043
C 2.3861 -1.0887 1.6718
N 1.4728 -1.5886 0.9195
N 1.3231 -2.9656 1.0638
C 0.4647 -3.3950 0.1809
O -0.1246 -2.6508 -0.6823
C 0.1361 -4.8497 0.1824
C -0.8888 -5.3142 -0.6339
C -1.2124 -6.6634 -0.6465
C -0.5127 -7.5551 0.1540
C 0.5101 -7.0927 0.9733
C 0.8328 -5.7450 0.9895
H 2.0499 3.3291 0.3727
H 4.0879 3.9273 1.6314
H 5.2711 2.2156 2.9887
H 4.4207 -0.1115 2.9956
H 2.9337 -1.7777 2.3131
H -1.4390 -4.6031 -1.2352
H -2.0201 -7.0172 -1.2751
H -0.7685 -8.6077 0.1453
H 1.0559 -7.7843 1.6034
H 1.6248 -5.3666 1.6214
C 0.5045 -3.4180 -3.3782
C 1.8458 -2.9932 -2.8432
C 2.8840 -3.9175 -2.8185
C 4.1558 -3.5660 -2.3930
C 4.4074 -2.2585 -2.0180
C 3.3936 -1.3050 -2.0242
C 3.7332 0.1274 -1.7074
C 2.0957 -1.6846 -2.3940
N 1.0319 -0.7476 -2.2437
C 0.3631 -0.3042 -3.3463
C 0.8947 -0.4418 -4.7445
C -0.7688 0.4112 -3.0652
C -1.5851 1.0650 -4.1445
N -1.0769 0.4913 -1.7311
C -1.8320 1.6513 -1.3636
C -1.1918 2.8990 -1.4362
C 0.2063 3.0439 -1.9760
C -1.8973 4.0456 -1.0894
C -3.2327 3.9794 -0.7294
C -3.8725 2.7529 -0.7303
C -3.1921 1.5784 -1.0449
C -3.9684 0.2923 -1.0966
H 0.3540 -4.4850 -3.2085
H 0.4511 -3.2421 -4.4568
H -0.3103 -2.8793 -2.9048
H 2.6799 -4.9363 -3.1298
H 4.9452 -4.3071 -2.3635
H 5.4057 -1.9603 -1.7148
H 4.3001 0.2116 -0.7790
H 2.8412 0.7421 -1.6258
H 4.3520 0.5456 -2.5068
H 1.7990 -1.0479 -4.7717
H 1.1391 0.5412 -5.1603
H 0.1614 -0.8976 -5.4149
H -1.8567 0.3360 -4.9127
H -1.0340 1.8668 -4.6483
H -2.5034 1.4956 -3.7485
H 0.8266 2.1833 -1.7453
H 0.6755 3.9403 -1.5667
H 0.1811 3.1611 -3.0642
H -1.3909 5.0045 -1.1293
H -3.7765 4.8805 -0.4725
H -4.9290 2.6923 -0.4902
H -4.9925 0.4874 -1.4190
H -4.0228 -0.1695 -0.1127
H -3.5178 -0.4315 -1.7752
C -3.5405 4.4220 3.0269
C -3.1975 3.2318 3.9217
C -2.8359 3.7168 5.3212
Sb -1.7977 1.9224 2.8570
C -2.0739 0.0782 3.9833
C -0.7952 -0.7581 3.9255
C -2.5922 0.2005 5.4110
C 0.1192 2.5747 3.6725
C 0.3855 2.5162 5.1735
C 0.4039 3.9754 3.1308
H -4.3195 5.0431 3.4857
H -3.8895 4.1048 2.0444
H -2.6669 5.0622 2.8666
H -4.0930 2.6026 3.9910
H -2.0308 4.4552 5.2765
H -2.5130 2.9153 5.9835
H -3.6958 4.2120 5.7890
H -2.8325 -0.4378 3.3868
H -0.0076 -0.3265 4.5477
H -0.4088 -0.8528 2.9093
H -0.9845 -1.7717 4.2949
H -1.8678 0.6978 6.0606
H -2.7756 -0.7944 5.8325
H -3.5286 0.7586 5.4698
H 0.8078 1.8770 3.1834
H -0.2333 3.2230 5.7260
H 1.4323 2.7763 5.3747
H 0.2104 1.5264 5.5937
H -0.2445 4.7167 3.6096
H 0.2379 4.0394 2.0520
H 1.4409 4.2696 3.3272
N -5.4504 -2.9856 1.6815
C -4.4098 -2.8445 1.1904
N -3.2448 -2.7686 0.5752
C -2.4434 -1.7906 0.6931
N -1.6564 -0.9199 0.7305
*
```

=====

No. 4
ORCA calculation (ωB97M-V/def2-TZVPD) on C45H56BN7O6S4V as an isolated structure.

Results
<S²>: 3.7669
ΔE to the lowest compared entry with this formula, charge and spin in kJ/mol: 176.01
Gap between HOMO and LUMO (spin up / spin down) in hartree: 0.1715 / 0.2101

ORCA input file:
```
! RIJCOSX wB97M-V def2-TZVPD def2/J DEFGRID3
* xyz -2 4
V 0.3873 0.1298 1.9087
C 0.2632 2.7165 2.9691
C 1.1562 3.2910 2.0575
C 0.6265 3.1183 0.7547
C -0.5816 2.4174 0.8587
C -0.8105 2.1368 2.2390
H 0.3483 2.7243 4.0467
H 2.0982 3.7701 2.2930
H 1.0695 3.4897 -0.1547
H -1.2602 2.1760 0.0522
H -1.7770 1.8933 2.6565
C 3.4476 -3.9177 -5.9324
C 2.5113 -3.2792 -4.9354
C 1.3181 -3.8996 -4.5790
C 0.4746 -3.3364 -3.6287
C 0.8162 -2.1297 -3.0324
C 1.9874 -1.4854 -3.3932
C 2.8247 -2.0626 -4.3407
S -0.2303 -1.4891 -1.7224
O -1.1306 -2.5874 -1.4415
O -0.8136 -0.2990 -2.3229
N 0.6201 -1.0104 -0.5000
C 1.2867 -1.9518 0.2685
C 1.8119 -3.1831 -0.1766
C 2.4585 -4.0180 0.7035
C 2.5903 -3.6385 2.0341
C 2.0542 -2.4305 2.4122
N 1.4086 -1.6005 1.5786
H 3.3749 -5.0057 -5.8937
H 4.4823 -3.6402 -5.7273
H 3.2149 -3.6034 -6.9527
H 1.0530 -4.8479 -5.0385
H -0.4369 -3.8277 -3.3120
H 2.2639 -0.5525 -2.9022
H 3.7537 -1.5635 -4.6022
H 1.7041 -3.4734 -1.2099
H 2.8700 -4.9578 0.3508
H 3.0898 -4.2606 2.7636
H 2.1403 -2.1052 3.4379
C -1.9187 0.8970 -5.2723
C -2.0675 2.4166 -5.2555
C -0.7995 3.1442 -4.8065
C -0.4686 3.0144 -3.3022
N 0.6179 2.0968 -2.9515
C 1.8086 2.4789 -2.4599
S 2.7968 1.4624 -1.5803
N 2.1502 3.8165 -2.6645
C 2.2870 4.3894 -4.0034
C 3.6537 4.1867 -4.6520
C 4.0624 2.7372 -4.9105
C 3.1122 1.9809 -5.8358
H -2.8611 0.4156 -5.5445
H -1.6149 0.5059 -4.3012
H -1.1614 0.5954 -6.0034
H -2.8950 2.7002 -4.5960
H -2.3262 2.7653 -6.2600
H -0.9009 4.2054 -5.0524
H 0.0406 2.7587 -5.3915
H -1.3537 2.6540 -2.7736
H -0.2148 3.9907 -2.8964
H 0.3079 1.1711 -2.6634
H 2.9503 4.0141 -2.0791
H 2.1051 5.4639 -3.9285
H 1.5057 3.9769 -4.6371
H 4.4083 4.6481 -4.0048
H 3.6516 4.7462 -5.5967
H 4.1245 2.2087 -3.9559
H 5.0665 2.7422 -5.3459
H 2.1188 1.8864 -5.3900
H 3.4717 0.9636 -6.0113
H 3.0107 2.4799 -6.8057
C -6.3814 -4.7430 2.8410
C -6.6363 -3.9525 1.5574
C -7.9296 -3.1479 1.7539
C -6.8362 -4.9511 0.4083
C -5.4762 -3.0065 1.2202
C -5.6107 -2.1088 0.1618
C -4.6061 -1.1967 -0.1815
C -3.4485 -1.2104 0.5614
O -2.3695 -0.3993 0.4910
B -1.4092 -0.8084 1.5053
O -2.0676 -1.9373 2.1677
C -3.2803 -2.1282 1.5858
C -4.2703 -3.0175 1.9420
H -7.2432 -5.3820 3.0574
H -6.2284 -4.0733 3.6915
H -5.5012 -5.3841 2.7486
H -8.7470 -3.8090 2.0638
H -8.2315 -2.6438 0.8338
H -7.7886 -2.3841 2.5232
H -7.6934 -5.6062 0.6064
H -5.9444 -5.5714 0.2846
H -7.0106 -4.4281 -0.5344
H -6.5236 -2.1058 -0.4269
H -4.7279 -0.5035 -1.0056
H -4.0967 -3.6954 2.7688
N 2.2827 5.1372 8.2680
C 2.7233 4.0731 7.4528
C 3.3629 2.9737 8.0146
C 3.7909 1.9259 7.2095
C 3.5999 1.9852 5.8395
C 2.9871 3.0962 5.2665
C 2.5504 4.1317 6.0693
S 3.9684 0.6016 4.7865
O 4.3311 -0.4883 5.6740
O 4.9580 1.0544 3.8456
N 2.6193 0.3769 4.0103
C 1.5073 -0.0839 4.6051
S 1.3463 -0.6843 6.2668
C -0.3451 -0.9353 6.0088
C -0.6688 -0.6114 4.7434
N 0.3573 -0.1501 3.9495
H 2.0495 4.8482 9.2042
H 1.5274 5.6614 7.8551
H 3.4941 2.9255 9.0922
H 4.2528 1.0417 7.6346
H 2.8297 3.1177 4.1928
H 2.0392 4.9812 5.6278
H -0.9861 -1.3104 6.7909
H -1.6529 -0.6934 4.3109
*
```